1.
# C4H6O

A structure of composition C4H6O at a distorted geometry (ωB97M-V with the def2-TZVPD basis set, OMol25).

Properties
ΔE to the lowest compared entry with this formula, charge and spin: 82.6 kcal per mole
E: -6288.335 eV
gap between HOMO and LUMO: 10.06 eV
net charge: 0
HOMO: -0.3274 Eh

```
11
C4H6O ωB97M-V with the def2-TZVPD basis set
C -0.5888 1.6796 1.4792
C -1.5577 0.8358 1.1952
C -0.3976 0.8221 0.3207
C 0.7997 -1.4350 -0.3750
O 0.8123 -0.5037 0.6471
H -0.1578 2.4142 2.1130
H -2.5055 0.4139 1.4207
H -0.2620 1.0505 -0.7185
H 1.0743 -2.4020 0.0570
H 1.5251 -1.1847 -1.1640
H -0.1897 -1.5456 -0.8359
```

***

2.
# C19H33BN3O26

A cluster of 8 separate species, C19H33BN3O26 in total at a distorted geometry (ωB97M-V with the def2-TZVPD basis set, OMol25).

Properties
ΔE to the lowest compared entry with this formula, charge and spin: 81.9 kcal per mole
E: -78616.339 eV
gap between HOMO and LUMO: 9.98 eV
net charge: -1
HOMO: -0.2918 Eh

```
82
C19H33BN3O26 ωB97M-V with the def2-TZVPD basis set
O -0.6751 -3.3894 2.2281
C -0.9959 -2.8297 1.1589
O -0.5513 -1.6838 0.6658
B -0.9993 -1.4247 -0.7058
O -1.8704 -2.6484 -1.0228
C -1.9938 -3.4517 0.0866
O -2.8432 -4.3289 0.2559
O 0.1263 -1.2021 -1.6330
C 0.0219 0.0504 -2.1495
O 0.7773 0.6485 -2.9066
C -1.3048 0.6374 -1.6625
O -1.8886 -0.2693 -0.8126
O -1.7008 1.7702 -1.8761
C 3.9879 1.0032 -1.1900
N 5.3965 0.8662 -1.7126
O 5.7029 1.7834 -2.4726
O 6.1117 -0.0712 -1.3602
H 4.2760 0.6586 -0.1968
H 3.4847 0.3635 -1.9150
H 3.5700 2.0097 -1.2114
C -4.7508 -4.1681 3.1799
N -5.6926 -3.3670 2.3783
O -5.2784 -2.3402 1.7973
O -6.8510 -3.7589 2.3256
H -4.2711 -4.8705 2.4983
H -5.3208 -4.6835 3.9530
H -3.9522 -3.5400 3.5747
C -1.0351 -7.0234 0.9504
N 0.0793 -7.3369 -0.0673
O 0.5085 -8.4658 -0.0671
O 0.5432 -6.4769 -0.8026
H -1.9826 -6.7921 0.4637
H -0.6239 -6.2772 1.6302
H -1.2458 -7.9558 1.4741
C -2.8185 0.2756 2.3918
O -2.3270 1.1311 3.3468
C -2.5273 2.4418 3.2100
O -3.0020 2.9610 2.1789
O -2.2981 3.1103 4.2886
C -1.6698 2.5200 5.4519
H -3.8809 0.4542 2.2255
H -2.7241 -0.7949 2.5739
H -2.3977 0.6077 1.4427
H -2.4256 1.7863 5.7323
H -1.5092 3.3336 6.1592
H -0.7943 1.9471 5.1463
C 1.4984 0.3669 1.7680
O 0.6483 -0.2877 2.7996
C 1.1613 -0.9610 3.8208
O 2.3719 -1.2556 4.0206
O 0.1498 -1.3107 4.6019
C 0.4667 -2.0563 5.7102
H 1.5989 1.4446 1.8971
H 1.0718 0.2875 0.7681
H 2.4956 -0.0681 1.7011
H -0.3641 -2.1636 6.4076
H 1.2644 -1.7482 6.3862
H 0.6657 -3.0663 5.3519
C -3.5234 6.0204 -3.2144
O -3.7726 5.3680 -2.0026
C -2.7254 4.7597 -1.2866
O -2.9212 4.1068 -0.2910
O -1.4862 5.1368 -1.7534
C -0.3216 4.5040 -1.2389
H -2.9140 6.9139 -3.0784
H -4.3807 6.3855 -3.7799
H -3.0072 5.2546 -3.7932
H -0.2346 4.4280 -0.1550
H 0.6532 4.8363 -1.5956
H -0.3666 3.4484 -1.5068
C 2.8789 1.8261 -5.1266
O 4.2818 2.1693 -5.1557
C 5.0513 1.6760 -6.0992
O 4.7542 0.9710 -7.0505
O 6.3251 2.0112 -5.7041
C 7.4268 1.2717 -6.3528
H 2.7795 0.9407 -4.4987
H 2.5614 1.7083 -6.1627
H 2.2793 2.5701 -4.6022
H 7.1617 0.3116 -6.7956
H 8.3454 1.1193 -5.7861
H 7.7416 1.8711 -7.2070
```

***

3.
# C6H10O

A cluster of 2 separate species, C6H10O in total (ωB97M-V with the def2-TZVPD basis set, OMol25).

Properties
ΔE to the lowest compared entry with this formula, charge and spin: 95.5 kcal per mole
E: -8427.100 eV
gap between HOMO and LUMO: 8.48 eV
net charge: 0
HOMO: -0.2815 Eh

```
17
C6H10O ωB97M-V with the def2-TZVPD basis set
C -2.3134 -0.7826 0.5452
C -0.1682 -0.2172 -0.8576
O -0.9297 -0.7379 0.8971
C 0.1390 1.2343 -0.4833
C 1.5288 1.2683 0.1219
C 2.1113 0.0770 -0.0027
C 1.1806 -0.8985 -0.6936
H -2.9274 -0.8807 1.4449
H -2.4296 -1.6527 -0.0997
H -2.6009 0.1040 -0.0294
H -0.7810 -0.0152 1.5248
H 0.1037 1.8039 -1.4248
H -0.6467 1.6946 0.1359
H 1.9940 2.1588 0.5382
H 3.1279 -0.1615 0.2999
H 1.0897 -1.8729 -0.1997
H 1.5218 -1.1219 -1.7172
```

***

4.
# C2H14N2O3

A cluster of 5 separate species, C2H14N2O3 in total at a distorted geometry (ωB97M-V with the def2-TZVPD basis set, OMol25).

Properties
ΔE to the lowest compared entry with this formula, charge and spin: 205.3 kcal per mole
E: -11415.524 eV
gap between HOMO and LUMO: 4.79 eV
net charge: 0
HOMO: -0.3386 Eh

```
21
C2H14N2O3 ωB97M-V with the def2-TZVPD basis set
C 0.2472 1.2417 0.8245
N 1.3105 0.7983 -0.0820
C 1.5616 -0.6176 0.0158
N 1.4814 -1.0871 1.3495
H -0.7200 0.8285 0.5526
H 0.3449 2.3317 0.8382
H 0.4831 0.8874 1.8385
H 0.9213 1.0688 -1.0334
H 0.7330 -1.1857 -0.4813
H 2.4782 -0.8540 -0.5264
H 2.1872 -1.7046 1.7268
H -2.1842 2.3460 -1.4264
H -1.4360 -1.2397 -0.1412
H -2.5584 1.7347 -1.6114
O -1.3069 -1.3364 -1.1285
H -1.5870 -1.6184 2.3000
H 0.5353 -1.4127 1.6031
O -1.1182 -1.3729 1.4971
H -0.8272 -0.5198 -1.3398
H -0.2162 0.9222 -2.8665
O -0.3295 0.7895 -1.9093
```

***

5.
# C5H8O2

A structure of composition C5H8O2 at a distorted geometry (ωB97M-V with the def2-TZVPD basis set, OMol25).

Properties
ΔE to the lowest compared entry with this formula, charge and spin: 63.6 kcal per mole
E: -9407.075 eV
gap between HOMO and LUMO: 9.84 eV
net charge: 0
HOMO: -0.3315 Eh

```
15
C5H8O2 ωB97M-V with the def2-TZVPD basis set
C -1.2032 1.5667 0.2500
C -0.3780 0.4164 -0.2103
C 1.0596 0.4990 -0.7194
C 0.6781 -0.4665 0.3507
O 1.2822 -0.6627 1.5724
C -0.0906 -1.6107 -0.3025
O -1.0643 -0.6863 -0.8158
H -1.6882 2.0230 -0.6187
H -0.5803 2.3210 0.7399
H -1.9734 1.2305 0.9506
H 1.3559 0.1002 -1.6882
H 1.5945 1.3962 -0.4062
H 1.1103 -1.6075 1.6298
H 0.4664 -2.1483 -1.0765
H -0.5690 -2.3710 0.3443
```

***

6.
# C5H8O

The molecule C5H8O at a distorted geometry (ωB97M-V with the def2-TZVPD basis set, OMol25).

Properties
ΔE to the lowest compared entry with this formula, charge and spin: 57.7 kcal per mole
SMILES: C[C@H]1C[C@H]2O[C@@H]12
E: -7359.752 eV
gap between HOMO and LUMO: 10.70 eV
net charge: 0
HOMO: -0.3501 Eh

```
14
C5H8O ωB97M-V with the def2-TZVPD basis set
C -1.5725 -0.0790 -0.7579
C -0.1274 -0.4460 -0.4811
C 0.9273 0.7080 -0.3993
C 1.2202 0.3159 1.0434
O -0.0033 0.3680 1.7683
C 0.1765 -0.7459 0.9512
H -1.9103 0.6802 -0.0447
H -2.2305 -0.9515 -0.6665
H -1.6841 0.3234 -1.7700
H 0.2215 -1.2386 -1.1509
H 0.5456 1.7243 -0.5198
H 1.7721 0.5482 -1.0748
H 2.1273 0.4626 1.6298
H 0.5376 -1.6695 1.4725
```

***

What is the net charge in the third record? 0